No. 1
Entry from OMol25: a molecular structure, C17H35AsBN8O2S2Sn (ωB97M-V with the def2-TZVPD basis set).

Positions of all 67 atoms, in Å:
N 10.78580 3.75677 12.30280
H 4.94244 0.23853 15.21779
C 12.05685 -1.52127 19.90117
Sn 9.42440 0.08075 14.41770
C 11.66662 -2.63604 10.36248
H 9.22673 -2.23982 18.00795
H 7.28838 -3.33173 13.49803
H 11.42743 -3.12323 18.56439
C 13.60707 -1.76975 11.52321
C 14.10701 -0.32176 19.08080
H 8.78686 4.35550 12.50571
H 12.07828 -3.66103 10.53376
H 11.67478 0.60387 14.78142
H 11.89055 -2.24340 9.34370
H 8.47350 0.16743 17.17778
H 4.79194 -1.56595 15.04046
H 15.70439 0.47750 18.15838
H 7.26457 -1.09996 11.85491
H 10.41147 -2.92651 19.96199
H 6.44816 0.34265 12.41371
H 13.95473 2.88167 12.58933
C 7.45872 -2.95790 14.48238
H 14.30257 -2.37823 10.95591
H 8.54604 -3.09426 14.66175
C 10.74148 2.68470 13.13393
N 9.40947 0.36273 16.81609
H 14.76966 -0.53148 12.94934
N 12.01281 2.23751 13.27324
H 12.29715 4.88735 11.43122
H 5.63754 -0.90645 16.42742
C 10.43914 -0.54655 17.39173
H 9.57334 1.30408 17.20351
H 13.41292 0.34312 20.83159
H 11.64526 -0.58945 20.31480
H 14.88152 1.11010 20.32404
H 11.26178 0.07675 17.78106
H 14.97893 -0.84973 17.30901
C 6.53269 -0.69282 12.53191
C 12.09971 4.01865 12.01497
H 6.89177 -3.48986 15.24980
As 7.05180 -0.98817 14.37423
C 9.90924 -1.51577 18.45695
C 12.89477 3.05990 12.60271
S 9.26301 2.50782 14.21002
H 9.31905 -0.97582 19.26332
H 10.59679 -2.66876 10.50459
S 9.99034 -0.57595 12.06109
H 5.55852 -1.14085 12.41368
C 9.63487 4.56579 11.87295
N 13.12606 -1.23086 18.94495
O 12.19272 -1.70293 16.19848
H 9.93855 5.63659 11.92561
H 13.52654 1.12542 14.56612
N 12.26373 -1.77600 11.36595
C 10.97399 -2.33664 19.20345
H 13.12121 -1.81214 18.09039
B 12.47147 0.90112 13.93091
N 14.94951 -0.19768 18.08961
H 12.45364 -2.05769 20.72741
C 11.04600 -1.35055 16.17274
C 5.43138 -0.72285 15.37786
H 9.41493 4.28948 10.86254
N 14.10031 0.51478 20.13888
N 12.65241 -0.27060 12.87041
C 11.68877 -0.88352 12.16332
O 10.23772 -1.57360 15.18464
C 13.86430 -0.81651 12.48809

Calculated values
- Net charge: +3
- E_HOMO: -16.226 eV
- E: -4527.8768 hartree
- Energy above the lowest of the compared OMol25 structures with the same formula, charge and spin: 1.6 kcal/mol
- Kohn-Sham gap: 0.277 Ha

No. 2
Entry from OMol25: a single C5H8O2 molecule (ωB97M-V with the def2-TZVPD basis set).

Positions of all 15 atoms, in Å:
H 1.36243 -1.46382 1.23974
C -0.09241 -0.26714 -0.56297
O -2.11518 -1.19012 0.20024
C 1.60040 -0.50093 0.61799
H -1.82467 2.29167 -0.24733
H -0.35389 -2.27217 0.10166
C -1.16576 1.67184 0.26535
C 1.40411 -0.50630 -0.87069
H -0.35897 2.18765 0.93693
O -0.42263 1.01805 -0.75860
H 1.28716 0.40854 1.09705
H -1.72354 1.04477 0.85536
H 1.66977 -1.50783 -1.31151
H 1.68429 0.40706 -1.46800
C -0.95110 -1.32127 -0.09520

Calculated values
- Net charge: 0
- E_HOMO (alpha / beta): -8.373 / -8.372 eV
- E: -345.6567 hartree
- Energy above the lowest of the compared OMol25 structures with the same formula, charge and spin: 93.0 kcal/mol
- Kohn-Sham gap (alpha / beta): 0.307 / 0.307 Ha

No. 3
Entry from OMol25: a molecular structure, C40H36As2NO9SSn (ωB97M-V with the def2-TZVPD basis set).

Positions of all 90 atoms, in Å:
H -2.76999 -1.62651 -3.51521
H -0.70214 3.40089 5.66560
H -0.25305 -3.70284 6.12354
O -3.36443 3.92100 1.39500
C -3.47030 -1.25606 -2.77271
O -1.95727 1.06763 -5.98524
O -2.08102 1.93547 -0.48421
H -4.31034 -1.72652 -0.23487
H -2.38846 3.25478 -4.45090
C -0.59725 -3.59713 5.10190
H 4.82409 -0.83323 -2.79661
H 6.42328 -4.75877 -2.21098
H -1.19194 -2.36484 -2.11021
C 0.24356 3.59004 1.70881
C -6.04621 1.46927 -3.10451
H -5.75152 3.49514 -3.77693
H -4.23855 0.02868 -0.55105
C -3.98490 2.32943 -3.98398
C 4.80524 -4.19909 -0.91437
H -2.50040 -3.17612 -1.20680
C 3.89766 -3.20622 -0.57306
H 3.92080 -0.66374 1.36107
C -3.37927 1.06833 -3.82480
C -3.64041 -0.86410 -0.38460
S -1.75372 0.89872 -4.57183
H -5.98828 -0.56117 -2.40571
C 3.89688 -1.97645 -1.23140
H 2.69602 0.61906 1.35721
C -1.52486 -4.49439 4.58260
H 6.34712 2.70667 -0.70824
C -1.41468 0.90989 3.48844
H 5.41272 4.12434 -2.51111
C 2.87210 -0.44069 1.16292
C 4.89342 3.22522 -2.20308
H 6.41642 -2.59744 -3.41913
H -4.25750 -2.01164 -2.63108
H 2.05440 -2.37747 1.71553
O 0.57869 1.71466 0.12062
C 5.71745 -3.98390 -1.93825
H -2.63432 2.24471 4.63449
H 4.79437 -5.14430 -0.38475
H -1.33399 -2.13679 -0.35919
Sn -0.61928 0.85961 -1.57245
H 1.59816 2.73056 5.05337
H -2.26670 0.42059 3.02830
H 3.29092 3.47029 -3.61243
O -1.04154 2.05351 -3.93718
C -1.05432 4.29149 2.11886
C -1.52421 2.68488 0.43271
H 2.11566 1.44337 -2.91659
H 2.26335 -1.29289 3.06543
C 5.41528 2.43250 -1.18754
H 3.18553 -3.40054 0.21864
C -1.48360 -3.30612 2.49300
C -0.12034 0.51536 3.15037
C -5.43606 0.24278 -2.87803
H -1.90409 -5.30027 5.19860
C 5.71207 -2.77265 -2.61484
H 1.97439 0.91914 3.44539
N -2.73527 -1.08689 -1.50906
C 3.03140 1.71950 -2.40523
C -2.18637 3.66019 1.30122
As 2.53884 -0.63907 -0.77265
As 0.05278 -0.93626 1.85335
H 0.58302 -1.84958 4.74364
O -1.16859 5.16424 2.93531
H -1.83433 -3.19770 1.47264
C -1.62472 1.93554 4.39515
C 0.74893 2.20597 4.63396
C -4.10490 0.03721 -3.21068
C 0.95948 1.17607 3.72219
C -1.89647 -2.25853 -1.28500
H -7.08277 1.61848 -2.82790
C -5.32050 2.51306 -3.63432
C 1.97494 -1.33059 2.01250
C -0.11874 -2.55854 4.31788
O -3.35331 3.40580 -4.48474
C -0.53976 2.58465 4.97327
C -1.96794 -4.34838 3.27730
H -2.69338 -5.04007 2.86711
H -3.05725 -0.70935 0.52171
O 1.35489 3.83350 2.12081
C 4.80895 -1.77618 -2.26447
C -0.16608 2.58586 0.72120
C 4.74103 1.29141 -0.78151
C -0.55545 -2.40502 3.00329
C 3.70515 2.86303 -2.81755
O -1.15514 -0.36223 -4.16480
C 3.53504 0.92941 -1.37884
H 5.16188 0.67833 0.00568

Calculated values
- Net charge: -1
- E_HOMO: -5.327 eV
- E: -7361.9275 hartree
- Energy above the lowest of the compared OMol25 structures with the same formula, charge and spin: 0.0 kcal/mol
- Kohn-Sham gap: 0.278 Ha

No. 4
Entry from OMol25: a single C3H8N4S molecule (ωB97M-V with the def2-TZVPD basis set).

Positions of all 16 atoms, in Å:
H -2.58526 -0.99814 -0.52093
N 0.39571 1.35224 1.48645
H -1.68023 0.05303 1.63671
H -1.36906 -2.05684 0.47586
H -0.08703 -1.83308 -1.36840
H 0.73733 1.67479 -1.29653
H -0.88058 -0.44438 -1.89782
C -0.11899 0.55097 0.60156
S 2.06548 1.56831 1.47392
H 2.22863 0.87127 -0.88484
H 2.59694 0.31113 2.30022
N 1.28499 0.83908 -1.28324
C -1.50643 -1.04475 -0.04205
N 0.60780 -0.07870 -0.39740
C -0.35546 -0.88809 -1.02070
N -1.33385 0.12314 0.73718

Calculated values
- Net charge: 0
- SMILES: NN1CCN/C1=N/S
- E_HOMO: -7.923 eV
- E: -736.2117 hartree
- Energy above the lowest of the compared OMol25 structures with the same formula, charge and spin: 66.8 kcal/mol
- Kohn-Sham gap: 0.318 Ha

No. 5
Entry from OMol25: 2 unconnected molecules or ions with the total composition C2H6N3O (ωB97M-V with the def2-TZVPD basis set).

Positions of all 12 atoms, in Å:
H -3.89182 1.35486 -0.02574
C 1.47238 1.12366 0.33676
N 1.44945 0.23912 -0.56120
H 1.53787 -1.69151 0.56568
H 1.37963 1.05370 1.43007
H 1.75219 2.08583 -0.15439
C -2.30163 -0.06261 0.07812
N 1.22359 -1.23717 -0.30485
H 0.18999 -1.27237 -0.46594
O -1.65504 -0.99317 0.30455
N -2.92707 0.92495 -0.04640
H 1.77047 -1.52529 -1.15665

Calculated values
- Net charge: +1
- E_HOMO (alpha / beta): -11.148 / -14.914 eV
- E: -318.8061 hartree
- 2S+1: 3
- Energy above the lowest of the compared OMol25 structures with the same formula, charge and spin: 46.8 kcal/mol
- Kohn-Sham gap (alpha / beta): 0.273 / 0.232 Ha

No. 6
Entry from OMol25: a molecular structure, C39H65N11ORbSi2 (ωB97M-V with the def2-TZVPD basis set).

Positions of all 119 atoms, in Å:
C -6.14484 -1.88519 0.74148
N -5.06689 -1.06155 0.18875
H 1.85492 -2.54852 1.83466
C -2.41861 -0.54233 -2.19795
H 6.67423 -0.71562 0.22031
H 2.84860 3.14243 -1.36816
C 3.41474 1.44180 2.54992
H -3.78536 -2.23982 -3.52139
N -3.19370 -0.96719 -1.17501
H -1.75445 -6.59256 -0.53951
H -0.67330 3.00822 -2.21516
O 3.81443 -2.54862 -2.84627
H -0.80881 5.92094 -1.84748
H 0.18109 -1.95441 -5.86277
H 1.74558 -2.63053 0.00799
C -0.82447 -1.11625 -4.03266
H -7.07011 -1.32429 -3.21616
C -4.34925 -0.31196 1.18809
H -5.87176 -2.20471 1.79972
H 0.53388 4.73643 0.72572
H -4.82981 -0.77993 -3.93031
C 4.60920 2.36952 4.49379
H -7.29732 -2.29277 -1.76561
Si 4.80972 0.89036 0.27515
H -0.21326 -1.56747 3.27072
H 3.04265 0.74702 -1.43418
Si -0.15058 0.60535 4.12416
C 1.32185 4.57319 -0.04567
C -0.99815 0.18005 -4.54378
H -7.05365 -1.25872 0.78212
H -1.30653 2.45395 5.44584
H -7.02893 -0.50944 -1.61109
H -2.97705 -3.07962 -0.51877
C -0.72034 -2.51125 -2.02823
C -0.07680 -2.08990 -4.78731
N 0.35095 -3.68275 1.08058
H -1.77184 -6.36239 1.22611
H 1.76034 4.27705 -3.86497
H 1.17185 1.02752 6.33996
H -2.49585 1.61616 4.42608
H 0.35031 -0.50380 6.29436
C 5.70756 -0.77570 0.72408
H 5.54607 2.41568 5.10415
H -3.22084 -4.68821 -1.25153
C 4.09397 0.82686 -1.45051
C 4.60238 1.58748 3.35187
H 6.44584 2.22137 1.63269
H -4.26160 -0.96621 2.09896
H 5.21944 -1.65431 0.26702
C -0.07354 -3.46978 -2.84191
H 0.80045 -4.02954 -4.75992
H 2.37192 -4.06249 1.01189
H -1.76271 -0.88227 2.90055
C -1.86574 1.11479 -3.92661
H 1.70793 2.36914 -2.42967
N -5.27814 -1.62412 -2.11008
C -1.32579 -1.41685 -2.72731
H 1.31389 6.47827 -2.80469
H -3.38550 0.02409 0.84938
H -4.97503 0.55051 1.50368
C 2.26897 2.82692 4.29466
H -1.40107 -1.56445 4.51247
H 5.46342 3.28804 0.58059
N 0.84677 3.49418 -0.89962
H 2.24403 4.24868 0.37133
N -1.60134 -4.55628 0.12687
Rb 0.71882 0.58287 -0.23101
N 1.21160 5.59013 -2.30224
H 3.66388 3.96102 5.48648
H -1.19351 3.85184 -0.82349
C 1.91138 3.30251 -1.89670
C 5.97225 2.32811 0.64053
C -4.80901 -1.80841 -3.47732
C 2.08971 4.47811 -2.81924
H -3.24859 1.39724 -2.30641
H 5.51925 0.95202 3.05700
H -1.99566 2.05863 -4.38141
C 3.50641 3.14258 4.78187
C -0.23042 5.10366 -2.33844
C -1.00792 -0.97587 3.69344
C 0.89073 0.16333 5.69354
C -4.47834 -1.21770 -1.06458
C -1.44221 2.00124 4.45243
C 1.58069 5.86029 -0.82324
C -0.41667 3.84143 -1.57460
C -1.35906 -5.97122 0.29462
H -0.26414 -6.14162 0.30945
C 2.13005 1.79757 3.23552
H -3.61547 -4.52384 0.46090
C -2.52101 0.76554 -2.74626
H 4.57500 0.00449 -1.99513
H 0.14350 -4.45313 -2.42051
H 4.30064 1.70233 -2.04883
H 0.82775 -4.12193 3.04919
C -6.75399 -1.41552 -2.12909
H 0.33613 -5.58457 2.07605
C 1.67451 -3.20768 0.94785
C -0.63707 -3.56850 0.07565
N -0.69211 -2.49492 -0.64420
H -0.51643 0.51800 -5.48834
H 1.38422 3.30435 4.69747
H 3.12188 4.87906 -2.77542
H -1.34253 2.73760 3.62967
C 0.17664 -3.29511 -4.21634
N 0.97480 1.19698 2.95259
H 1.80626 -0.45399 5.46646
C 0.14398 -4.50932 2.25386
N 3.39772 1.05695 1.32104
N 2.27518 -1.65090 -1.26535
H 6.80444 2.39014 -0.07268
C 3.07198 -2.04817 -2.10676
H 5.82055 -0.94416 1.78026
H -6.32065 -2.81827 0.10571
C -2.91613 -4.17547 -0.29796
H 2.59295 6.15857 -0.79233
H -0.47650 5.01401 -3.38744
H 0.94036 6.67264 -0.48738
H -5.50590 -2.50673 -3.96817
H -0.90400 -4.39040 2.62790

Calculated values
- Net charge: -1
- E_HOMO (alpha / beta): -3.175 / -1.349 eV
- E: -2805.5916 hartree
- Kohn-Sham gap (alpha / beta): 0.177 / 0.110 Ha

No. 7
Entry from OMol25: a single C2H4ClOPS2 molecule (ωB97M-V with the def2-TZVPD basis set).

Positions of all 11 atoms, in Å:
S -2.75877 0.58569 -2.23603
H 1.38187 -1.19949 -0.77401
S 1.48344 -1.40811 2.19318
H -0.21498 -1.62663 0.01433
C 0.44627 -0.81676 -0.21479
H 1.89026 0.47251 0.84905
Cl -1.46962 2.71024 -0.58697
P -1.61495 0.70349 -0.57059
C 0.97586 -0.09945 1.02663
O -0.17119 0.10758 -1.07210
H 0.05180 0.57094 1.37130

Calculated values
- Net charge: 0
- E_HOMO (alpha / beta): -9.490 / -9.288 eV
- E: -1751.7095 hartree
- Energy above the lowest of the compared OMol25 structures with the same formula, charge and spin: 72.8 kcal/mol
- Kohn-Sham gap (alpha / beta): 0.245 / 0.254 Ha

No. 8
Entry from OMol25: a molecular structure, C20H46AlOP4 (ωB97M-V with the def2-TZVPD basis set).

Positions of all 72 atoms, in Å:
H 3.13246 -2.37489 3.08651
H 1.02751 2.98660 2.13676
H 3.55743 -1.36475 0.00573
H -1.64316 1.48349 4.34701
C 0.74558 -0.55107 4.11266
H 1.60005 2.09483 -2.00784
H -2.18294 -3.50376 1.67317
C 2.07639 2.23127 -4.11642
C -2.25983 1.74104 3.47506
C 1.77411 -3.86023 -0.64314
H 0.82888 0.27344 -6.58649
H 2.84646 3.03082 -3.92869
H -0.48392 -3.15903 1.32605
C 1.81482 1.71900 -5.41286
H -4.29932 -1.69838 1.04673
H 2.06272 -4.36029 -1.57283
C 0.11584 3.05190 2.74871
C -1.28314 3.18065 -1.67314
P -1.17022 1.98718 2.00658
H 1.66437 -1.36805 -3.37593
P -1.94974 -1.30868 0.57833
H 2.57251 -3.98657 0.09217
C -2.53902 2.56390 -1.60595
H -1.64861 3.74194 0.46188
H -1.28368 -2.38906 2.70938
Al -1.26794 1.14092 -0.66969
H 2.39439 2.08307 -6.25956
C 2.13270 -2.44671 2.63679
C 0.01173 0.31120 -4.58391
H 0.45144 0.66430 -0.45244
H -3.37593 -2.84319 -0.64294
H -1.66111 -2.96949 -1.21446
H 2.79004 -0.15787 -1.07215
H 3.55591 -0.15785 3.37278
C -2.22101 3.30644 1.27875
H -0.76936 -0.46337 -4.68786
H -3.34766 2.71931 -0.87873
C 0.85386 0.72655 -5.62110
H -0.91621 3.50084 -2.63943
O -0.60953 0.38972 -2.34667
H -3.07568 2.26272 -2.51595
H 1.42158 -1.05233 4.82290
H 1.70742 -3.15788 -3.15919
H 3.48151 0.24769 1.58302
H -3.47243 -0.94343 2.43938
H 0.16151 -2.25007 -3.08219
H -2.68381 -1.60477 -1.73445
H -0.23325 4.08871 2.75036
H 0.86132 -4.34152 -0.26349
P 1.40379 -0.76712 2.40367
H -3.02976 0.98602 3.25409
C 1.22918 -2.22503 -2.83961
C 3.01939 -1.22729 -0.94292
C 0.24380 0.82151 -3.26375
C 1.37325 1.70604 -3.01416
H -2.78209 2.68690 3.69654
C 2.94709 0.25151 2.54744
P 1.38609 -2.08337 -0.99850
H -0.65036 3.65034 -0.90852
H 2.66811 1.29979 2.73816
H 1.46274 -3.05903 3.25736
H 3.64121 -1.57104 -1.77635
C -1.42306 -2.71404 1.67200
H 2.19970 -2.90520 1.64168
H -3.94523 0.03754 1.03440
H -2.52002 4.10076 1.95780
C -3.57315 -0.94109 1.35145
H -0.25987 -0.99884 4.12327
H 0.63374 0.51454 4.35695
H 0.28433 2.70893 3.77493
C -2.46370 -2.28569 -0.90149
H -3.11022 2.79957 0.89231

Calculated values
- Net charge: +3
- E_HOMO (alpha / beta): -16.414 / -17.007 eV
- E: -2471.5715 hartree
- Energy above the lowest of the compared OMol25 structures with the same formula, charge and spin: 138.6 kcal/mol
- Kohn-Sham gap (alpha / beta): 0.170 / 0.206 Ha